# 1
This record from OMol25 describes a structure of composition C38H27Cl5InN2OTe. The level of theory is ωB97M-V/def2-TZVPD.

Spin multiplicity ... 2
Total charge ... 0
E_LUMO (alpha / beta) ... -0.019 / -1.766 eV
Largest force on an atom ... 0.388 eV/A
HOMO (alpha / beta) ... -0.2957 / -0.3258 hartree
Kohn-Sham gap (alpha / beta) ... 0.2950 / 0.2609 Ha

Last column: Löwdin charge in e.
Atoms and positions in Å:
C1 2.36184 8.21925 0.26277  -0.182
C2 -2.90671 -0.37456 3.33004  -0.017
H1 -3.01959 -3.32611 -6.92961  0.074
C3 -0.92964 0.89500 -1.05286  -0.279
C4 -1.57063 -2.67480 -4.83610  -0.016
C5 1.39346 0.27303 -1.38743  -0.187
H2 -2.43882 -0.06205 0.16491  0.059
C6 1.31761 5.02915 1.87368  -0.013
H3 -1.33531 2.97342 -1.32538  0.114
C7 -3.67239 -2.76764 -1.10848  -0.076
C8 1.98430 1.53447 1.83433  -0.051
Te1 -0.29892 -2.09927 -0.63817  1.664
H4 0.93244 -2.20805 -4.86797  0.078
Cl1 8.02758 -1.82460 4.19698  0.697
H5 -1.05242 -2.66781 -5.78973  0.115
H6 -4.88064 0.21545 3.91669  0.105
H7 -3.06884 -2.53131 -0.24099  -0.003
C9 -0.84911 -2.37011 -3.68589  -0.293
C10 -2.36262 0.57118 -0.72162  -0.040
C11 1.72645 1.58687 -1.68027  -0.087
H8 -2.09772 -3.32920 1.89590  0.108
C12 4.70858 -1.21273 2.09197  -0.687
H9 0.98444 3.58807 -1.87778  0.107
H10 2.16354 -0.48955 -1.40405  0.063
Cl2 7.26960 -1.24601 1.21983  0.695
C13 1.38276 6.37230 1.55342  -0.022
H11 -5.93058 -1.88620 3.13896  0.103
C14 4.05410 -1.49535 4.35661  -0.700
H12 -4.50102 -2.05618 -1.13175  0.093
Cl3 4.25071 -0.92016 0.43477  0.706
C15 -4.86428 -1.73823 3.02504  -0.079
H13 0.81349 -0.99767 -3.59330  0.067
C16 0.73899 2.55572 -1.66000  -0.073
C17 -2.12719 -1.35768 2.72684  -0.169
H14 3.74158 3.85739 -0.18116  0.118
C18 -3.55630 -3.00389 -3.57105  -0.020
H15 -4.15643 -4.29564 -5.98868  0.082
C19 3.07846 4.56601 0.29674  -0.028
H16 0.61050 4.67377 2.61044  0.121
C20 0.61557 -2.04078 -3.83951  -0.071
C21 2.07882 2.71077 1.56631  -0.115
In1 1.79804 -0.50029 2.36526  0.824
C22 0.08177 -0.07248 -1.08343  -0.427
O1 -0.05203 -0.54459 3.56268  -0.103
H17 -4.46631 -2.58290 -6.24540  0.083
Cl4 2.81392 -1.53373 5.56694  0.706
H18 -4.10020 -3.76283 -0.96498  0.091
H19 -2.84141 0.04419 -1.55037  0.081
C23 -2.92179 -2.99109 -4.80234  -0.263
H20 1.24435 -2.65773 -3.19304  0.064
C24 -4.27474 -0.55819 3.46204  -0.069
N1 2.41459 9.33582 -0.00552  0.153
H21 -4.53515 -3.66655 2.14061  0.107
H22 -2.42699 0.52954 3.68199  0.122
N2 0.05340 -1.45727 1.52738  -0.228
H23 -4.61331 -3.25130 -3.51888  0.125
C25 6.04920 -1.35922 2.42535  -0.703
C26 3.14473 5.90903 -0.02707  -0.024
C27 2.16417 4.10896 1.24744  -0.243
H24 2.75342 1.84691 -1.90452  0.109
C28 -2.87868 -2.71137 -2.38975  -0.309
C29 -0.66096 -1.12444 2.58149  -0.600
C30 -3.67931 -3.31711 -6.06263  -0.047
H25 -2.92708 1.48291 -0.52799  0.084
C31 6.38200 -1.60131 3.75593  -0.695
C32 -2.71693 -2.54328 2.30855  -0.063
C33 5.38573 -1.66929 4.72766  -0.700
Cl5 5.79863 -1.96149 6.37079  0.694
H26 3.85250 6.26135 -0.76518  0.120
H27 0.72865 7.08491 2.03703  0.120
C34 3.68968 -1.28808 3.03419  -0.280
C35 -0.56876 2.20736 -1.34701  -0.031
C36 -4.08241 -2.73637 2.46070  -0.083
C37 2.29600 6.81555 0.59912  -0.233
C38 -1.52038 -2.38194 -2.45147  -0.341



# 2
This record from OMol25 describes a structure of composition C5H8CrLiO3 at a distorted geometry. The level of theory is ωB97M-V/def2-TZVPD.

Spin multiplicity ... 6
Total charge ... +2
E_LUMO (alpha / beta) ... -8.626 / -9.020 eV
Largest force on an atom ... 3.653 eV/A
HOMO (alpha / beta) ... -0.5658 / -0.6341 hartree
Kohn-Sham gap (alpha / beta) ... 0.2488 / 0.3026 Ha
Energy above the lowest of the compared OMol25 structures with the same formula, charge and spin ... 51.7 kcal per mole

Last column: Löwdin charge in e.
Atoms and positions in Å:
C1 1.81109 2.30432 -0.99032  -0.036
C2 -3.50984 -1.34992 0.93567  0.294
O1 0.35901 -1.86444 -0.53690  -0.035
H1 2.58519 2.91802 -0.51219  0.107
O2 -0.99021 -0.54096 0.65224  -0.071
C3 -2.19314 -1.60460 0.54766  -0.177
H2 2.18200 1.95525 -1.96127  0.100
C4 -0.00071 -0.73394 -0.19195  -0.614
H3 0.91343 2.91721 -1.13414  0.101
H4 -1.59176 -2.46280 1.06643  0.196
H5 1.08203 1.49566 0.85811  0.122
H6 -2.16820 -1.97558 -0.49180  0.136
H7 -3.69501 -0.92826 1.93696  0.058
O3 0.52153 0.31165 -0.74427  0.042
Li1 -0.94358 0.40663 2.42370  0.889
H8 2.42063 0.52739 0.04837  0.144
Cr1 1.70615 -2.50998 -1.81633  0.924
C5 1.51140 1.13434 -0.08994  -0.180



# 3
This record from OMol25 describes a structure of composition C11H21BaN2O at a distorted geometry. The level of theory is ωB97M-V/def2-TZVPD.

Spin multiplicity ... 2
Total charge ... +2
E_LUMO (alpha / beta) ... -6.986 / -9.592 eV
Largest force on an atom ... 3.084 eV/A
HOMO (alpha / beta) ... -0.6222 / -0.6222 hartree
Kohn-Sham gap (alpha / beta) ... 0.3655 / 0.2697 Ha

Last column: Löwdin charge in e.
Atoms and positions in Å:
H1 1.26443 -0.70696 2.65238  0.069
H2 3.14661 5.68779 2.11429  0.082
Ba1 2.35810 -0.73108 -1.60723  1.899
H3 -2.17666 -4.41047 -2.92738  0.066
C1 2.53765 2.12862 0.60683  -0.199
N1 0.43610 -2.01385 -3.18105  -0.020
C2 2.11591 2.39137 1.99730  -0.171
C3 0.58860 -1.42305 2.18485  -0.027
H4 -3.50024 -4.91597 -3.97056  0.086
C4 2.65933 4.84402 1.62571  -0.079
H5 -4.08358 -2.71924 -3.16215  0.121
H6 -1.25847 -1.40919 0.78592  0.162
O1 0.23818 -0.33229 0.04835  -0.212
H7 -0.69101 0.97579 2.41476  0.080
H8 2.16492 3.86967 3.52704  0.114
H9 -2.38913 -2.10215 -1.57690  0.110
H10 1.14104 -2.31099 1.87750  0.077
C5 -1.31059 0.25543 1.88063  -0.009
C6 -2.70492 -4.18000 -3.85255  -0.081
C7 -3.07814 -2.70689 -3.58293  -0.240
H11 3.75120 3.48361 3.08123  0.114
H12 -2.01951 -4.26192 -4.69611  0.080
N2 2.82908 1.96513 -0.52326  0.027
C8 -0.67880 -1.97786 -2.89343  -0.162
H13 1.62012 5.15966 1.53338  0.078
H14 3.00865 4.69933 0.60340  0.066
H15 1.05580 2.56131 1.80920  0.117
C9 2.76457 3.64187 2.64577  -0.191
H16 0.09994 -1.78551 3.08925  0.092
H17 2.12506 1.50133 2.62645  0.110
H18 -1.96146 -0.26982 2.57962  0.109
C10 -0.44696 -0.79095 1.16975  -0.464
H19 -3.03321 -2.18215 -4.53725  0.113
C11 -2.19354 -1.87874 -2.62567  -0.142
H20 -2.51096 -0.85763 -2.83707  0.124
H21 -1.86811 0.80183 1.11989  0.099